No. 1
Entry from OMol25: a structure of composition C25H20BiCl4O2P at a distorted geometry (ωB97M-V/def2-TZVPD).

```
! RIJCOSX wB97M-V def2-TZVPD def2/J DEFGRID3
* xyz 0 1
C 1.29476 -0.36765 4.32116
C 1.69758 0.42930 3.21411
C 0.74124 1.49359 3.06886
H 2.53922 0.24947 2.56869
C -0.20430 1.37654 4.11906
C 0.08985 0.20184 4.85670
H -0.48396 -0.19126 5.67794
H 1.77099 -1.26777 4.66762
H 0.74921 2.25014 2.30345
H -1.09015 1.97700 4.23062
Bi -0.22325 -0.41218 2.81334
Cl -2.39057 -0.13946 2.16203
P -0.06363 0.33967 -0.93866
C -0.18408 2.06433 -1.56749
C 0.70899 2.62781 -2.47612
H 1.53571 2.04115 -2.85097
C 0.54322 3.93748 -2.90489
H 1.24602 4.36308 -3.60920
C -0.52008 4.69748 -2.43939
H -0.64839 5.71773 -2.77640
C -1.41591 4.14405 -1.53392
H -2.24420 4.73197 -1.16102
C -1.24263 2.84150 -1.09353
H -1.93531 2.41897 -0.37571
C 1.58900 -0.16767 -1.56840
C 2.69709 0.16593 -0.78759
H 2.55151 0.68857 0.15006
C 3.97818 -0.16263 -1.20155
H 4.82766 0.10703 -0.58792
C 4.16980 -0.84973 -2.39313
H 5.16884 -1.11610 -2.71251
C 3.07345 -1.19800 -3.16876
H 3.21541 -1.73477 -4.09771
C 1.79100 -0.85577 -2.76268
H 0.94356 -1.12380 -3.37761
C -1.18632 -0.55181 -2.09177
C -1.72239 0.01033 -3.24825
H -1.48344 1.03157 -3.50880
C -2.55984 -0.73340 -4.06828
H -2.97107 -0.28346 -4.96246
C -2.86474 -2.04869 -3.74917
H -3.51654 -2.62700 -4.39074
C -2.33422 -2.61771 -2.59860
H -2.57251 -3.64093 -2.33951
C -1.51019 -1.87130 -1.77123
H -1.11067 -2.31441 -0.86698
Cl -0.78407 -4.12762 6.87528
C -1.80353 -3.66942 5.48952
Cl -2.42311 -5.14433 4.70869
Cl -3.19244 -2.72458 6.09823
C -0.98741 -2.88387 4.50573
O 0.07455 -3.43125 3.95682
O -1.32788 -1.64991 4.19305
*
```

- F_max: 15.3 eV/Å
- HOMO-LUMO gap: 8.6 eV

Atom charges from the natural (NBO) analysis, given in e for atoms 1 to 2: number 1, C, carries -0.355; number 2, C, carries -0.360


No. 2
Entry from OMol25: a structure of composition C16H28IN4OYb at a distorted geometry (ωB97M-V/def2-TZVPD).

```
! RIJCOSX wB97M-V def2-TZVPD def2/J DEFGRID3
* xyz -2 2
C 0.55986 -0.34870 -3.64300
I -1.29957 2.14934 -3.41842
H -0.11012 -1.06564 -4.21083
H 1.37701 -0.81833 -3.06136
H 1.00143 0.44784 -4.32800
C -0.39582 2.90328 1.23295
C -1.60646 2.35054 1.05355
N -1.55842 1.53409 -0.05784
C -0.23223 1.43076 -0.44874
N 0.44298 2.35034 0.29208
H -0.11377 3.62561 1.98434
H -2.50982 2.43527 1.64246
C 1.32013 -2.59404 1.01240
C 0.76775 -1.02925 -0.49624
N 1.50048 -1.29447 0.61274
H -0.07452 -4.13009 0.27192
N 0.16963 -2.22411 -0.81941
H 1.84499 -3.02792 1.85795
Yb -1.48489 -0.10808 -2.02129
C 0.67749 0.39147 -1.12449
O 1.74036 0.78054 -1.67454
C 0.38590 -3.14448 0.21302
C -0.31360 -2.70055 -2.11666
H -1.36094 -2.44037 -2.34331
H -0.23528 -3.78977 -2.16283
H 0.34854 -2.36248 -2.89755
C 2.38420 -0.39430 1.32095
H 3.20682 -0.96026 1.78243
H 1.88507 0.12301 2.14731
H 2.80235 0.32286 0.63202
C 1.87339 2.67785 0.24311
H 2.00693 3.77334 0.23558
H 2.32230 2.27644 -0.67539
H 2.36263 2.23190 1.12162
C -2.86102 1.28631 -0.72958
H -2.87294 1.50382 -1.87527
H -3.57722 2.04000 -0.39420
H -3.23131 0.26695 -0.48840
C -0.77032 -0.21535 2.69997
C -1.61241 -1.44489 2.38088
C -2.37050 -1.89329 3.62145
C -2.44586 -1.16933 1.20306
H -1.38144 0.59768 3.11404
H -0.29422 0.17674 1.79103
H 0.02280 -0.45051 3.42185
H -0.93426 -2.24825 2.07633
H -3.02652 -1.09571 3.97057
H -2.99050 -2.76330 3.41174
H -1.68639 -2.15458 4.43307
H -2.55352 -1.99067 0.48894
H -3.25677 -0.44974 1.36467
*
```

- Relative energy (zero: lowest compared OMol25 entry of this formula, charge and spin): 0.554 eV
- F_max: 4.2 eV/Å
- HOMO-LUMO gap (spin up / spin down): 2.1 / 3.8 eV

Atom charges from the natural (NBO) analysis, given in e for atoms 1 to 2: number 1, C, carries -1.226; number 2, I, carries -0.548


No. 3
Entry from OMol25: a structure of composition C34H26F5MnN3O3SSi at a distorted geometry (ωB97M-V/def2-TZVPD).

```
! RIJCOSX wB97M-V def2-TZVPD def2/J DEFGRID3
* xyz 0 2
Mn 0.39371 0.19204 0.25960
C 5.00057 5.52211 -2.89027
C 4.41930 4.21054 -2.43760
C 5.23924 3.21521 -1.90627
C 4.71468 1.99605 -1.51408
C 3.34911 1.77805 -1.64574
C 2.51091 2.74811 -2.17635
C 3.05649 3.95876 -2.56921
S 2.66649 0.27447 -1.05710
O 3.60805 -0.77856 -1.26940
O 1.30677 0.17002 -1.63079
N 2.25334 0.51763 0.46196
C 2.78419 0.22263 1.70113
C 4.09824 0.05679 2.04915
C 4.43738 -0.17427 3.40025
C 3.48627 -0.20046 4.38090
C 2.12128 -0.02200 4.04764
C 1.06689 0.00807 4.99109
C -0.20964 0.24079 4.57017
C -0.46981 0.38740 3.19452
N 0.47307 0.29799 2.29185
C 1.77478 0.15062 2.70263
H 5.91084 5.76050 -2.34161
H 4.28816 6.33529 -2.75557
H 5.25476 5.47760 -3.95118
H 6.30205 3.39764 -1.80536
H 5.35332 1.21516 -1.12274
H 1.45142 2.55232 -2.26673
H 2.41025 4.72545 -2.97935
H 4.86473 0.09516 1.28688
H 5.47851 -0.31039 3.66066
H 3.76247 -0.35045 5.41634
H 1.28918 -0.13530 6.04126
H -1.03237 0.29775 5.26798
H -1.47001 0.58070 2.83853
N 0.47143 10.08008 -0.19178
C 0.39716 8.93590 -0.11686
C 0.30854 7.50178 -0.02881
C -0.91662 6.86590 -0.21837
C -0.99608 5.48830 -0.14133
C 0.14453 4.72761 0.12773
C 1.36860 5.37596 0.31810
C 1.45180 6.75262 0.24086
C 0.07921 3.29836 0.18850
C 0.04706 2.08823 0.24342
H -1.79842 7.45575 -0.42788
H -1.94068 4.98465 -0.29359
H 2.25110 4.78487 0.52392
H 2.39831 7.25519 0.38832
F -1.97314 -1.60808 1.62735
C -2.45549 -0.82561 0.63295
C -1.62644 0.03108 -0.06649
C -2.22592 0.69129 -1.12654
F -1.50432 1.50339 -1.91719
C -3.56517 0.55989 -1.44737
F -4.09593 1.23052 -2.47444
C -4.36312 -0.28539 -0.69828
F -5.65661 -0.42994 -0.99139
C -3.79949 -0.99408 0.34459
F -4.54981 -1.84463 1.05478
C -0.98568 -4.02481 0.31837
Si 0.69398 -3.21554 0.37264
C 1.54910 -3.60065 1.99082
C 1.71353 -3.86800 -1.04038
O 0.52182 -1.57604 0.30730
H -0.86711 -5.10979 0.27222
H -1.54118 -3.70910 -0.56745
H -1.58154 -3.78092 1.19912
H 1.57299 -4.67914 2.16280
H 1.02157 -3.13600 2.82822
H 2.57870 -3.23342 1.99210
H 1.98953 -4.90298 -0.82198
H 2.62811 -3.29264 -1.18471
H 1.15284 -3.85569 -1.97685
*
```

- Relative energy (zero: lowest compared OMol25 entry of this formula, charge and spin): 0.000 eV
- F_max: 2.1 eV/Å
- HOMO-LUMO gap (spin up / spin down): 6.2 / 7.3 eV

Atom charges from the Mulliken analysis, given in e for atoms 1 to 2: number 1, Mn, carries -0.377; number 2, C, carries -1.547


No. 4
Entry from OMol25: a structure of composition C6H10 (ωB97M-V/def2-TZVPD).

```
! RIJCOSX wB97M-V def2-TZVPD def2/J DEFGRID3
* xyz 0 1
C 2.00362 -0.26427 0.66717
C 0.60340 -0.62646 0.27253
C -0.11961 1.12212 -0.28769
C -0.53180 0.20255 0.81087
C -1.65039 -0.47894 0.01314
C -0.76028 -0.46233 -1.25721
H 2.17591 0.73679 1.10318
H 2.72044 -0.42885 -0.14413
H 2.25566 -1.00934 1.43747
H 0.79759 1.70717 -0.19496
H -0.89425 1.68001 -0.80994
H -0.57814 0.50280 1.86076
H -1.90049 -1.48121 0.36795
H -2.56211 0.12076 -0.09974
H -1.14238 0.10469 -2.11482
H -0.41717 -1.42549 -1.62459
*
```

- Relative energy (zero: lowest compared OMol25 entry of this formula, charge and spin): 6.449 eV
- F_max: 0.5 eV/Å
- HOMO-LUMO gap: 8.3 eV

Atom charges from the natural (NBO) analysis, given in e for atoms 1 to 2: number 1, C, carries -0.732; number 2, C, carries 0.066


No. 5
Entry from OMol25: an isolated molecule of C5H6IN at a distorted geometry (ωB97M-V/def2-TZVPD).

```
! RIJCOSX wB97M-V def2-TZVPD def2/J DEFGRID3
* xyz 0 1
C 0.18169 -1.70347 -0.39975
C 0.28776 -0.28268 -0.31446
C -0.73016 0.65714 -0.24035
N -0.28240 1.94300 -0.24846
C 1.07970 1.94342 -0.06534
C 1.53419 0.67266 -0.08968
I 3.54643 -0.03266 0.18549
H 1.13600 -2.22424 -0.55772
H -0.23469 -1.87162 0.62788
H -0.57357 -2.15881 -1.14122
H -1.77460 0.57033 -0.44483
H -0.82791 2.66545 -0.56517
H 1.60870 2.86043 -0.06176
*
```

- Relative energy (zero: lowest compared OMol25 entry of this formula, charge and spin): 0.430 eV
- F_max: 6.3 eV/Å
- HOMO-LUMO gap: 9.0 eV

Atom charges from the natural (NBO) analysis, given in e for atoms 1 to 2: number 1, C, carries -0.656; number 2, C, carries -0.090


No. 6
Entry from OMol25: an isolated molecule of CH6NO2PS2 at a distorted geometry (ωB97M-V/def2-TZVPD).

```
! RIJCOSX wB97M-V def2-TZVPD def2/J DEFGRID3
* xyz 0 3
C -2.01319 -0.08217 -0.20772
N 1.61917 0.40618 1.36549
O -1.03237 -0.70274 -1.08354
O 0.47416 0.98355 1.64234
P 0.48890 -0.00189 -1.38646
S 1.72966 -0.97170 -0.02977
S 0.92167 -1.14773 -3.11840
H -2.30697 0.88393 -0.62930
H -1.39538 0.09763 0.71905
H -2.89661 -0.74359 -0.14324
H 2.34688 1.16236 1.19492
H 1.97785 -0.27446 2.09443
H 0.54322 -2.34607 -2.38626
*
```

- F_max: 6.5 eV/Å
- HOMO-LUMO gap (spin up / spin down): 6.9 / 5.8 eV

Atom charges from the natural (NBO) analysis, given in e for atoms 1 to 2: number 1, C, carries -0.256; number 2, N, carries -0.446


No. 7
Entry from OMol25: a cluster of 5 separate species, C4H16NO6 in total at a distorted geometry (ωB97M-V/def2-TZVPD).

```
! RIJCOSX wB97M-V def2-TZVPD def2/J DEFGRID3
* xyz -1 1
C 1.59577 1.37893 0.97445
C 1.60705 1.77457 -0.53261
C 2.39586 0.62572 -1.17648
O 3.36536 0.94241 -1.85071
N 1.02368 0.11107 1.37732
C -0.35081 -0.06536 0.79736
O -0.33614 -0.28309 -0.54371
H 1.25527 2.28733 1.47268
H 2.66869 1.32432 1.41583
H 2.27207 2.63366 -0.68013
H 0.60022 2.05547 -0.81212
H 2.27429 -0.40505 -0.96011
H 1.54462 -0.74644 1.29737
H -0.73367 -0.97397 1.27556
H -0.91311 0.92667 1.09165
H 0.41049 0.78527 3.22115
H 0.05927 0.15846 4.55750
O -0.25510 0.82741 3.93861
H -1.32339 0.49383 -2.78179
H -1.79128 0.43987 -1.42372
O -2.16684 0.31083 -2.34833
H -0.69303 -2.93531 -1.41241
H -0.90532 -1.61533 -0.56878
O -1.27250 -2.59115 -0.72680
H -3.41945 -2.38306 -1.11713
H -3.13607 -1.73258 0.20802
O -3.87537 -2.05777 -0.31668
*
```

- Relative energy (zero: lowest compared OMol25 entry of this formula, charge and spin): 2.323 eV
- F_max: 3.2 eV/Å
- HOMO-LUMO gap: 8.4 eV

Atom charges from the natural (NBO) analysis, given in e for atoms 1 to 2: number 1, C, carries -0.216; number 2, C, carries -0.522


No. 8
Entry from OMol25: a cluster of 11 separate species, C21H69N7O11 in total at a distorted geometry (ωB97M-V/def2-TZVPD).

```
! RIJCOSX wB97M-V def2-TZVPD def2/J DEFGRID3
* xyz 0 1
C 1.95804 5.09869 -4.48007
O 1.31598 4.13587 -3.70501
C 0.36236 3.34262 -4.31436
C -0.30702 2.30052 -3.42324
C -1.34034 1.32320 -4.16404
N -1.20635 2.85503 -2.39102
H 2.51636 5.82664 -3.89145
H 1.25762 5.76127 -4.98849
H 2.63586 4.64146 -5.20091
H -0.35624 4.06353 -4.70422
H 0.78018 2.90646 -5.22171
H 0.45037 1.75123 -2.86400
H -1.35611 0.39940 -3.58573
H -0.93675 1.01881 -5.12973
H -2.34632 1.70186 -4.34497
H -0.58945 3.46730 -1.87657
H -1.56779 2.23457 -1.68075
C 3.92713 -2.45395 -2.20878
O 3.49797 -1.19126 -2.60477
C 4.51530 -0.12241 -2.58557
C 4.11298 0.93268 -3.66981
C 5.23974 1.78197 -4.13002
N 2.98064 1.86785 -3.39114
H 4.23167 -2.52640 -1.16470
H 4.65941 -2.87240 -2.89927
H 2.97738 -2.98418 -2.27907
H 4.56130 0.53639 -1.71841
H 5.49297 -0.60007 -2.64957
H 3.88946 0.35895 -4.56924
H 5.97174 1.44000 -4.86167
H 5.80283 2.01446 -3.22615
H 4.82857 2.72729 -4.48416
H 2.73319 2.40301 -4.21118
H 2.18940 1.26212 -3.22645
C 2.29633 0.39919 4.18408
O 2.68766 -0.98733 4.34878
C 3.33905 -1.29732 5.60617
C 3.34180 -2.80147 5.83442
C 2.05189 -3.53476 5.64238
N 3.85070 -3.08128 7.18824
H 1.64800 0.67881 5.01448
H 2.12269 0.73448 3.16157
H 3.09653 1.12166 4.34481
H 4.38311 -1.02992 5.76908
H 2.74867 -0.81332 6.38418
H 4.10399 -3.26515 5.20819
H 1.41257 -3.40267 6.51527
H 2.24958 -4.60149 5.74773
H 1.47476 -3.44517 4.72206
H 4.01639 -4.07546 7.25339
H 3.26708 -2.80937 7.96641
C -2.64924 -3.55066 -1.15457
O -3.02809 -3.54311 -2.50338
C -4.21062 -4.19890 -2.99357
C -5.49367 -3.30782 -2.80310
C -6.74094 -4.03680 -3.32350
N -5.18395 -2.19728 -3.65320
H -3.41059 -3.99705 -0.51489
H -2.23262 -2.62560 -0.75607
H -1.91749 -4.35757 -1.11541
H -4.02304 -4.42576 -4.04307
H -4.21771 -5.17071 -2.49998
H -5.77405 -3.03725 -1.78512
H -6.68606 -4.15104 -4.40611
H -7.59590 -3.44905 -2.98932
H -6.92869 -4.98448 -2.81877
H -5.22222 -2.33311 -4.65329
H -4.28900 -1.75334 -3.50458
C -4.05692 2.46255 4.01515
O -2.77293 1.91651 4.22427
C -2.57292 0.86308 5.14622
C -2.97407 -0.49942 4.48155
C -2.65039 -1.68596 5.43986
N -2.29867 -0.67136 3.14141
H -4.78078 1.73910 4.39033
H -4.27379 2.72895 2.98070
H -4.03478 3.33068 4.67390
H -1.51434 0.79360 5.39657
H -3.12106 1.05415 6.06878
H -4.05864 -0.57847 4.40693
H -1.65960 -1.45513 5.83118
H -2.44968 -2.52487 4.77349
H -3.38089 -1.82652 6.23655
H -1.35047 -0.53961 3.46339
H -2.50295 0.16744 2.61720
N 0.79562 1.29915 -0.17650
C -0.49695 0.98979 0.00843
N -1.00830 0.10588 -0.79531
O -1.06142 1.44408 1.02501
H 1.23254 1.35845 -1.08517
H 1.20008 1.70498 0.65525
H -0.42220 -0.25025 -1.53677
H -1.95710 -0.20817 -0.64949
O -0.80145 3.56020 3.00661
H -1.47528 3.09365 3.50109
H -0.62504 2.99816 2.25214
O 1.18006 -0.51855 -3.77665
H 1.94900 -0.92742 -3.37944
H 1.08229 -0.96015 -4.62026
O -3.67394 -0.39820 -0.82540
H -4.11759 0.36599 -1.19339
H -4.21137 -0.64903 -0.07408
O 2.83407 2.63069 1.60112
H 2.90350 3.20190 2.36606
H 3.43548 3.01201 0.96148
O 4.24741 3.53460 -1.00107
H 4.58796 4.13743 -1.66202
H 3.48698 3.12777 -1.41637
*
```

- Relative energy (zero: lowest compared OMol25 entry of this formula, charge and spin): 0.000 eV
- F_max: 3.3 eV/Å
- HOMO-LUMO gap: 9.1 eV

Atom charges from the Mulliken analysis, given in e for atoms 1 to 2: number 1, C, carries -0.863; number 2, O, carries -0.267


No. 9
Entry from OMol25: a cluster of 8 separate species, C8H22Cl4N6O12 in total at a distorted geometry (ωB97M-V/def2-TZVPD).

```
! RIJCOSX wB97M-V def2-TZVPD def2/J DEFGRID3
* xyz 0 1
C -1.63938 3.65917 5.19830
N -2.32023 2.31305 4.98421
O -3.47656 2.14310 5.49115
O -1.64281 1.43930 4.45912
H -2.31449 4.47569 4.94213
H -0.75109 3.69870 4.56784
H -1.43126 3.59380 6.26625
C -4.54526 -1.15161 -4.43620
N -3.81801 0.16085 -4.22300
O -3.89030 1.01374 -5.08689
O -3.32431 0.33373 -3.11782
H -5.54351 -0.98509 -4.03140
H -4.08053 -1.94267 -3.84769
H -4.50534 -1.45602 -5.48208
C 3.45285 0.63098 5.71899
N 3.23266 -0.84289 6.00266
O 3.22638 -1.14629 7.17674
O 3.12852 -1.56035 5.06372
H 4.52217 0.71304 5.91374
H 2.74636 1.21044 6.31329
H 3.11020 0.78062 4.69513
C -2.17699 -2.79506 1.05839
N -0.93655 -3.37552 1.61081
O -0.88805 -4.18123 2.54409
O 0.08859 -3.02316 1.05569
H -3.05941 -3.08214 1.63024
H -2.35514 -3.16949 0.05033
H -2.05694 -1.71177 1.04588
C -4.29334 5.16040 -0.18953
N -5.27616 4.44860 0.69150
O -5.18191 3.20648 0.84833
O -6.10918 5.10968 1.35471
H -4.80145 6.10886 -0.36376
H -4.13505 4.51415 -1.05290
H -3.35428 5.25767 0.35527
C 6.57065 -2.15723 -4.20513
N 7.83350 -1.45220 -4.65162
O 7.97438 -0.29158 -4.41350
O 8.68419 -2.18336 -5.13315
H 6.77793 -2.96604 -3.50444
H 6.00567 -2.52807 -5.06032
H 5.90275 -1.46613 -3.69093
Cl 4.11969 2.01682 -1.07684
C 2.45836 1.49126 -0.48689
Cl 1.59151 2.89347 0.11783
H 1.89280 1.13147 -1.34642
H 2.45625 0.73962 0.30250
Cl 1.61549 -6.20599 -4.69137
C 0.27524 -4.97327 -4.89816
Cl 0.70976 -3.46302 -4.09988
H 0.15616 -4.79808 -5.96738
H -0.62475 -5.33619 -4.40176
*
```

- Relative energy (zero: lowest compared OMol25 entry of this formula, charge and spin): 1.453 eV
- F_max: 3.8 eV/Å
- HOMO-LUMO gap: 10.6 eV

Atom charges from the natural (NBO) analysis, given in e for atoms 1 to 2: number 1, C, carries -0.476; number 2, N, carries 0.514


The molar mass results, record by record, are as follows: 734.2, 592.4, 734.7, 82.1, 207.0, 159.2, 174.2, 595.8, 536.1 g/mol.
The total energy results, record by record, are as follows: -3511.692062, -2376.640281, -4039.152028, -234.365509, -546.526568, -1384.463779, -668.204798, -2052.266618, -3389.555989 Eh.